The following is a DFT calculation (wB97M-V/def2-TZVPD) of a cluster of 5 separate species, C15H40O15S5 in total.

Geometry as XYZ:
```
75
C15H40O15S5 wB97M-V/def2-TZVPD
C -18.492 8.326 23.650
C -17.113 8.364 24.228
O -16.884 9.693 24.781
S -15.494 9.826 25.715
C -16.116 8.876 27.271
O -14.451 9.063 25.003
O -15.413 11.233 26.047
H -18.555 8.996 22.793
H -19.213 8.568 24.432
H -18.745 7.323 23.308
H -16.947 7.504 24.876
H -16.500 8.263 23.332
H -16.413 9.618 28.012
H -15.224 8.374 27.643
H -17.039 8.355 27.017
C -13.320 8.802 22.115
C -11.905 9.463 22.277
O -11.794 10.772 21.741
S -10.511 11.094 20.669
C -9.090 11.241 21.924
O -10.426 9.937 19.760
O -10.679 12.449 20.144
H -13.492 7.814 22.543
H -13.555 8.853 21.052
H -14.000 9.483 22.627
H -11.765 9.571 23.353
H -11.161 8.780 21.869
H -9.629 11.257 22.871
H -8.555 12.143 21.628
H -8.464 10.353 21.834
C -15.521 4.759 22.621
C -14.804 5.156 21.311
O -14.800 3.973 20.554
S -14.826 4.218 18.934
C -14.605 2.431 18.398
O -16.180 4.614 18.607
O -13.712 5.073 18.498
H -15.288 5.622 23.245
H -15.080 3.909 23.141
H -16.598 4.625 22.518
H -15.252 6.044 20.866
H -13.777 5.469 21.496
H -15.548 2.013 18.750
H -13.677 2.092 18.859
H -14.602 2.643 17.329
C -21.941 8.246 23.592
C -22.120 7.467 22.252
O -22.831 6.310 22.320
S -22.094 4.818 21.942
C -22.236 4.814 20.064
O -20.690 4.743 22.297
O -23.061 3.804 22.448
H -21.411 9.198 23.558
H -21.576 7.555 24.353
H -22.897 8.636 23.940
H -22.531 8.161 21.518
H -21.098 7.253 21.941
H -22.931 5.636 19.895
H -22.767 3.923 19.729
H -21.253 4.895 19.599
C -19.438 12.398 18.522
C -19.259 11.181 19.361
O -18.973 10.019 18.604
S -18.421 8.680 19.437
C -18.645 7.336 18.245
O -16.992 8.871 19.498
O -19.315 8.493 20.583
H -19.918 12.173 17.569
H -18.464 12.733 18.166
H -19.876 13.241 19.056
H -18.354 11.255 19.965
H -20.051 10.978 20.081
H -18.373 7.751 17.275
H -19.714 7.171 18.104
H -17.969 6.534 18.541
```

Computed properties:
structure (SMILES) = CCOS(C)(=O)=O.CCOS(C)(=O)=O.CCOS(C)(=O)=O.CCOS(C)(=O)=O.CCOS(C)(=O)=O
LUMO level = 0.0090 Ha
total charge = 0
2S+1 = 1
Kohn-Sham gap = 10.961 eV
strongest force on any atom = 0.0814 hartree/bohr
highest occupied orbital energy = -10.72 eV



The following is a DFT calculation (wB97M-V/def2-TZVPD) of a cluster of 9 separate species, C15H41F9O11S in total.

Geometry as XYZ:
```
77
C15H41F9O11S wB97M-V/def2-TZVPD
O 3.577 -5.473 0.128
C 4.036 -4.398 0.309
O 5.001 -4.159 1.208
O 3.701 -3.288 -0.409
C 2.579 -2.561 0.187
C 2.178 -1.492 -0.807
C 1.162 -0.423 -0.312
C 0.870 -0.328 1.188
C -0.254 -1.165 1.778
F 0.100 -2.463 1.982
F -0.508 -0.658 3.034
C -1.642 -1.073 1.037
F -2.624 -1.073 1.945
F -1.710 0.084 0.376
S -2.071 -2.507 -0.150
F -0.535 -2.819 -0.408
F -2.063 -1.554 -1.421
F -3.619 -2.227 0.033
F -2.084 -3.498 1.078
F -2.432 -3.729 -1.101
H 5.113 -3.202 1.295
H 2.914 -2.158 1.144
H 1.774 -3.281 0.331
H 3.077 -0.999 -1.178
H 1.740 -2.013 -1.660
H 1.567 0.549 -0.590
H 0.250 -0.526 -0.892
H 1.740 -0.531 1.811
H 0.583 0.701 1.400
C -2.099 1.443 -2.787
O -1.078 2.291 -2.268
H -1.734 0.420 -2.755
H -2.997 1.520 -2.180
H -2.335 1.698 -3.824
H -1.427 3.188 -2.295
C 6.226 -2.528 -3.119
O 5.041 -1.968 -2.574
H 6.801 -1.716 -3.558
H 6.835 -3.008 -2.346
H 6.003 -3.259 -3.901
H 4.524 -2.681 -2.178
C 2.313 3.759 0.755
O 2.310 2.377 1.129
H 1.962 3.822 -0.273
H 1.641 4.329 1.396
H 3.322 4.167 0.820
H 2.627 2.331 2.036
C -5.153 3.965 -1.406
O -3.804 3.551 -1.236
H -5.262 4.336 -2.422
H -5.831 3.123 -1.251
H -5.406 4.764 -0.703
H -3.725 3.221 -0.332
C -2.078 4.999 1.357
O -0.798 4.426 1.612
H -2.122 5.950 1.883
H -2.216 5.174 0.287
H -2.879 4.352 1.725
H -0.754 3.586 1.144
C -4.172 -6.917 -1.656
O -3.826 -6.419 -0.370
H -4.882 -7.727 -1.508
H -4.644 -6.145 -2.270
H -3.297 -7.310 -2.182
H -3.199 -5.702 -0.492
C -5.241 2.049 2.687
O -4.928 2.865 1.558
H -4.662 1.134 2.593
H -4.969 2.546 3.621
H -6.303 1.795 2.707
H -5.436 3.678 1.635
C 5.892 2.187 1.361
O 5.404 3.401 1.924
H 5.303 1.988 0.469
H 6.945 2.273 1.079
H 5.774 1.350 2.055
H 5.914 3.591 2.716
```

Computed properties:
structure (SMILES) = O=C(O)OCCCCC(F)(F)C(F)(F)S(F)(F)(F)(F)F.CO.CO.CO.CO.CO.CO.CO.CO
LUMO level = 0.0079 Ha
total charge = 0
2S+1 = 1
Kohn-Sham gap = 10.300 eV
strongest force on any atom = 0.0122 hartree/bohr
highest occupied orbital energy = -10.08 eV



The following is a DFT calculation (wB97M-V/def2-TZVPD) of a structure of composition C15H41N5O6PS2.

Geometry as XYZ:
```
70
C15H41N5O6PS2 wB97M-V/def2-TZVPD
N 1.710 1.783 -0.135
C 0.387 1.503 -0.700
C 0.304 0.048 -1.151
O 0.497 0.039 -2.583
C -1.047 -0.583 -0.879
S -1.016 -2.219 -0.132
O 0.269 -2.798 -0.455
O -2.088 -2.913 -0.767
N -1.375 -2.207 1.443
S -0.303 -1.474 2.391
O 0.263 -0.244 1.844
O -0.951 -1.239 3.643
P 1.341 -2.832 2.996
N 1.437 -4.104 1.872
O 2.656 -1.923 2.680
H 1.781 2.785 -0.012
H 1.747 1.388 0.793
H 0.233 2.154 -1.541
H -0.368 1.638 0.056
H 1.112 -0.522 -0.734
H 1.391 -0.276 -2.760
H -1.487 -0.760 -1.843
H -1.702 0.085 -0.358
H 0.479 -4.293 1.588
H 1.908 -3.770 1.036
H 2.405 -0.987 2.714
C 2.357 -0.977 -9.122
C 1.843 -2.045 -8.168
N 2.306 -1.863 -6.811
C 2.077 -3.018 -5.959
C 0.629 -3.429 -5.669
C 2.014 -0.573 -6.212
C 0.549 -0.128 -6.142
H 3.444 -0.907 -9.076
H 2.078 -1.232 -10.146
H 1.936 0.005 -8.905
H 2.204 -3.015 -8.521
H 0.743 -2.079 -8.237
H 2.595 -2.858 -5.010
H 2.588 -3.870 -6.422
H 0.145 -2.751 -4.969
H 0.616 -4.419 -5.210
H 0.027 -3.483 -6.577
H 2.573 0.190 -6.762
H 2.444 -0.554 -5.208
H 0.023 -0.282 -7.086
H 0.502 0.938 -5.914
H 0.005 -0.642 -5.352
C -3.031 4.818 5.831
C -2.877 3.311 5.687
N -1.512 2.862 5.848
C -1.301 1.482 5.417
C -2.026 0.378 6.191
C -0.868 3.246 7.085
C -1.528 2.826 8.408
H -2.354 5.343 5.156
H -4.052 5.109 5.579
H -2.838 5.157 6.850
H -3.205 3.032 4.683
H -3.569 2.816 6.389
H -0.230 1.271 5.417
H -1.600 1.413 4.369
H -1.574 0.201 7.168
H -1.955 -0.553 5.632
H -3.087 0.596 6.331
H -0.770 4.336 7.093
H 0.160 2.878 7.066
H -2.601 3.022 8.412
H -1.089 3.394 9.232
H -1.370 1.772 8.627
```

Computed properties:
LUMO level = 0.0965 Ha
total charge = -1
2S+1 = 1
Kohn-Sham gap = 7.913 eV
strongest force on any atom = 0.0377 hartree/bohr
highest occupied orbital energy = -5.29 eV



The following is a DFT calculation (wB97M-V/def2-TZVPD) of a structure of composition C15H41NO6.

Geometry as XYZ:
```
63
C15H41NO6 wB97M-V/def2-TZVPD
C -2.222 1.448 -3.025
C -0.757 1.022 -3.130
O -0.421 0.717 -4.230
N 0.314 1.395 -2.101
H 0.463 2.559 -1.988
H -0.066 1.028 -1.222
C 1.716 1.013 -2.468
H -2.401 2.503 -3.322
H -2.684 1.447 -1.831
H -2.829 0.752 -3.478
H 2.104 1.474 -3.342
H 1.634 -0.207 -2.469
H 2.314 1.209 -1.789
O -0.638 0.447 0.097
H -1.189 0.230 0.892
C -1.855 -0.899 -0.851
C -0.876 -1.560 0.038
C -0.576 -3.044 -0.430
O 0.328 -0.945 -0.242
H -2.860 -1.257 -0.824
H -1.680 -0.994 -1.816
H -1.851 0.117 -0.609
H -1.248 -1.595 1.033
H 0.101 -3.589 0.371
H -0.016 -2.956 -1.285
H -1.415 -3.563 -0.615
H 0.400 -0.152 0.154
C 1.255 -1.748 -1.721
C 2.655 -1.861 -2.176
C 2.846 -1.721 -3.746
O 3.533 -0.826 -1.641
H 0.762 -0.767 -1.875
H 1.314 -1.805 -0.799
H 0.492 -2.498 -2.418
H 2.764 -2.954 -1.797
H 2.488 -0.826 -3.998
H 2.213 -2.522 -4.298
H 3.890 -1.744 -4.114
H 3.111 -0.882 -0.711
C -0.797 3.531 2.256
C -1.905 2.483 2.316
C -3.301 3.056 2.951
O -2.470 2.054 1.101
H -0.477 3.668 3.296
H -1.119 4.568 2.034
H -0.103 3.151 1.696
H -1.330 1.762 2.803
H -3.274 3.118 4.134
H -4.042 2.544 2.894
H -3.478 4.011 2.560
H -1.774 1.483 0.464
C 0.259 -1.869 2.990
C 0.906 -0.530 3.123
C 1.987 -0.609 4.207
O 1.412 -0.183 1.843
H 1.022 -2.841 2.753
H -0.320 -1.934 2.106
H -0.294 -2.345 3.879
H 0.362 0.372 3.520
H 2.880 -1.482 4.233
H 1.707 -0.838 5.221
H 2.364 0.335 4.301
H 0.672 0.050 1.096
```

Computed properties:
LUMO level = -0.0270 Ha
total charge = 0
2S+1 = 1
Kohn-Sham gap = 6.506 eV
strongest force on any atom = 0.3661 hartree/bohr
highest occupied orbital energy = -7.24 eV